Molecular formula: C2H12NO3
Method: DFT, ωB97M-V with the def2-TZVPD basis set

Last columns: bonded neighbours and bond lengths (Å).
Positions of all 18 atoms, in Å:
1 C 0.6575 -0.5504 1.1227  C2 1.351, N3 1.419, H4 1.044
2 C -0.4118 -0.2302 1.8844  C1 1.351, H5 1.113, H6 1.120
3 N 0.5298 -0.9927 -0.2194  C1 1.419, H7 1.054, H8 1.021, H9 1.001
4 H 1.5467 -0.6416 1.6626  C1 1.044
5 H -0.0714 -0.0627 2.9309  C2 1.113
6 H -1.5022 -0.1107 1.6599  C2 1.120
7 H -0.2990 -1.6418 -0.1739  N3 1.054
8 H 0.3999 -0.0576 -0.6092  N3 1.021
9 H 1.3311 -1.5198 -0.5072  N3 1.001
10 H 0.3766 1.3973 -2.8019  O12 0.980
11 H 0.8949 1.8848 -1.4988  O12 0.910
12 O 0.6928 1.1046 -1.9216  H10 0.980, H11 0.910
13 H 0.8135 2.7820 0.8222  O15 0.922
14 H 1.4198 3.7111 -0.2263  O15 1.011
15 O 0.6432 3.0948 -0.0284  H13 0.922, H14 1.011
16 H -2.0452 -3.3775 -1.0221  O18 0.976
17 H -2.9526 -2.2693 -0.5175  O18 0.963
18 O -2.0236 -2.5204 -0.5565  H16 0.976, H17 0.963

The orbital gap is 11.76 eV. As for the total energy: -363.5910 Eh. The relative energy (zero: lowest compared OMol25 entry of this formula, charge and spin) is 37.6 kcal/mol. As for the total charge: +1.